No. 1
{
  "formula": "C5H7Cl",
  "method": "ωB97M-V with the def2-TZVPD basis set",
  "symbols": ["C", "C", "C", "C", "C", "Cl", "H", "H", "H", "H", "H", "H", "H"],
  "positions_angstrom": [[-1.04419, -1.89593, -0.64553], [-0.55118, -0.91879, 0.05417], [-0.15997, -0.15904, 1.31031], [0.62625, 0.29413, 0.04233], [0.53487, 1.62321, -0.45017], [2.23038, -0.45147, 0.01238], [-0.93814, -1.80148, -1.67728], [-1.79062, -2.64340, -0.46645], [-0.93727, 0.58849, 1.48387], [0.47046, -0.74309, 1.98462], [-0.38647, 2.11174, -0.20993], [0.57435, 1.74705, -1.42947], [1.37154, 2.24858, -0.00886]],
  "forces_ev_per_angstrom": [[-0.87, 0.38, -0.34], [3.02, 3.27, 1.70], [-0.02, -0.83, -2.68], [-2.45, -5.26, 1.50], [0.91, 2.61, 3.34], [0.14, 0.18, -0.27], [0.76, -0.04, -1.85], [-0.12, -0.28, 1.21], [0.36, -0.30, 1.15], [-0.73, 0.63, 0.61], [-0.74, 0.12, 0.68], [0.63, 0.10, -4.69], [-0.90, -0.57, -0.35]],
  "gap_ha": 0.36631,
  "spin_multiplicity": 1
}

No. 2
{
  "formula": "C23H29NO",
  "method": "ωB97M-V with the def2-TZVPD basis set",
  "symbols": ["O", "C", "C", "C", "C", "C", "C", "C", "C", "C", "C", "C", "C", "C", "N", "C", "C", "C", "C", "C", "C", "C", "C", "C", "C", "H", "H", "H", "H", "H", "H", "H", "H", "H", "H", "H", "H", "H", "H", "H", "H", "H", "H", "H", "H", "H", "H", "H", "H", "H", "H", "H", "H", "H"],
  "positions_angstrom": [[-1.92808, -3.14565, 1.87993], [-0.89897, -2.21979, 1.63991], [-0.97111, -1.56264, 0.24885], [-2.30141, -0.81305, 0.04230], [-2.72345, 0.12767, 1.17999], [-3.93204, 0.91267, 0.75424], [-3.78912, 2.01797, -0.07595], [-4.89620, 2.72814, -0.50214], [-6.16512, 2.34026, -0.10553], [-6.31856, 1.23922, 0.71836], [-5.20832, 0.53035, 1.14346], [-0.81962, -2.65649, -0.82087], [-0.66891, -2.06178, -2.21669], [0.46678, -1.04227, -2.22959], [0.20665, -0.01893, -1.23530], [1.05282, 1.16032, -1.35699], [2.51461, 0.90561, -1.12909], [3.15906, 1.25747, -0.01896], [4.55837, 1.00659, 0.29827], [5.01700, 1.28505, 1.58739], [6.33326, 1.05928, 1.94046], [7.22518, 0.55426, 1.00926], [6.78764, 0.27891, -0.27619], [5.47103, 0.50158, -0.62923], [0.20659, -0.58878, 0.09666], [-2.77193, -2.69437, 1.76593], [-0.88720, -1.44297, 2.41847], [0.02869, -2.79135, 1.72817], [-2.19485, -0.21144, -0.86056], [-3.10408, -1.53472, -0.13377], [-2.95811, -0.43213, 2.08754], [-1.90741, 0.81625, 1.40457], [-2.79968, 2.32213, -0.38712], [-4.77019, 3.58762, -1.14461], [-7.03062, 2.89483, -0.43689], [-7.30544, 0.93109, 1.03191], [-5.33676, -0.32725, 1.78976], [-1.67486, -3.33310, -0.78345], [0.07307, -3.24305, -0.58884], [-1.59460, -1.57449, -2.52231], [-0.45217, -2.85486, -2.93477], [0.52831, -0.56457, -3.21091], [1.41937, -1.56747, -2.03783], [0.90168, 1.56134, -2.36494], [0.68705, 1.89747, -0.63565], [3.01851, 0.36228, -1.91579], [2.60861, 1.78371, 0.75321], [4.32641, 1.68022, 2.31955], [6.66656, 1.27985, 2.94430], [8.25542, 0.37906, 1.28171], [7.47999, -0.11057, -1.00872], [5.15164, 0.28968, -1.63821], [0.11586, 0.22396, 0.82056], [1.14866, -1.12313, 0.31613]],
  "forces_ev_per_angstrom": [[-0.46, -0.23, 0.02], [0.36, 0.47, -0.21], [0.01, -0.26, 0.19], [0.25, -0.05, 0.22], [-0.03, -0.11, -0.31], [0.04, 0.02, 0.17], [-0.02, -0.02, 0.03], [0.01, 0.07, -0.07], [-0.11, 0.04, -0.02], [-0.11, -0.01, -0.01], [0.04, 0.00, 0.00], [-0.13, 0.18, -0.06], [0.25, -0.05, 0.06], [-0.26, -0.10, -0.20], [0.08, 0.08, -0.01], [-0.03, 0.04, 0.00], [-0.06, 0.10, 0.20], [-0.39, 0.00, -0.32], [0.51, -0.06, 0.19], [-0.14, -0.02, -0.17], [0.16, -0.02, 0.07], [0.05, 0.01, 0.08], [0.04, -0.05, -0.06], [-0.09, 0.04, 0.05], [-0.22, -0.14, 0.12], [0.01, -0.07, 0.04], [0.05, -0.03, -0.04], [0.02, 0.11, -0.03], [-0.13, -0.07, -0.02], [-0.07, -0.01, -0.08], [0.07, 0.04, 0.08], [0.03, 0.00, 0.11], [0.13, 0.04, -0.04], [0.01, 0.07, -0.05], [-0.07, 0.04, -0.02], [-0.08, -0.02, 0.02], [0.01, -0.08, 0.08], [0.03, -0.04, 0.05], [0.06, -0.08, 0.03], [-0.03, 0.02, -0.08], [-0.05, 0.00, -0.05], [0.08, -0.01, 0.01], [0.02, 0.03, -0.04], [-0.02, 0.06, 0.09], [0.05, 0.04, -0.06], [0.19, -0.09, -0.06], [-0.13, 0.06, 0.05], [-0.08, 0.04, 0.05], [0.02, 0.01, 0.07], [0.08, -0.01, 0.02], [0.04, -0.02, -0.05], [-0.03, -0.01, -0.10], [0.06, 0.03, 0.06], [-0.03, 0.04, 0.03]],
  "gap_ha": 0.33582,
  "spin_multiplicity": 1
}

No. 3
{
  "formula": "C4H8NO3",
  "method": "ωB97M-V with the def2-TZVPD basis set",
  "symbols": ["C", "C", "O", "O", "H", "H", "H", "C", "C", "O", "N", "H", "H", "H", "H", "H"],
  "positions_angstrom": [[-0.20125, -2.78674, 0.44615], [-0.29132, -1.74595, -0.66394], [0.75451, -1.05474, -0.83258], [-1.36499, -1.62146, -1.28388], [0.74315, -3.34639, 0.40567], [-0.95509, -3.56205, 0.53783], [-0.08848, -2.22319, 1.37941], [-0.29304, 1.87486, -0.98994], [0.04639, 2.30116, 0.39049], [-0.37032, 3.31016, 0.96073], [0.87377, 1.43207, 1.03152], [1.15886, 1.69541, 1.95640], [1.04521, 0.51686, 0.63022], [0.51374, 2.07550, -1.63165], [-1.15929, 2.33386, -1.45061], [-0.41185, 0.80065, -0.88581]],
  "forces_ev_per_angstrom": [[1.12, -0.47, 0.79], [-0.19, 0.16, -0.63], [0.11, -0.02, 0.41], [-0.01, -0.15, 0.14], [0.06, 0.26, -0.34], [-0.60, 0.38, -0.17], [-0.37, -0.12, 0.09], [-1.01, -0.50, 0.56], [-0.32, 0.76, 0.94], [0.21, -0.10, -0.31], [-0.05, 0.20, -0.32], [-0.01, -0.21, 0.08], [0.14, -0.16, -0.04], [1.33, 0.01, -0.84], [-0.29, 0.20, 0.48], [-0.11, -0.23, -0.84]],
  "total_charge": -1,
  "gap_ha": 0.31151,
  "spin_multiplicity": 1
}

Going through the records in order, we get energy values of -654.78845 -1023.80186 -437.78943 Ha.
Going through the records in order, we get energy above the lowest of the compared OMol25 structures with the same formula, charge and spin values of 268.0 0.0 42.2 kJ/mol.
Going through the records in order, we get highest occupied orbital energy values of -9.0 -8.4 -4.5 eV.